(1)
C4H13N2O2 | ωB97M-V with the def2-TZVPD basis set

```
21
Properties=species:S:1:pos:R:3:forces:R:3
C 0.53303 -0.55691 -0.87529 -2.1763 -0.0061 -0.8047
N -0.78691 -0.38688 -1.56618 0.6745 0.5087 -0.5027
C -1.93051 -0.61205 -0.65389 -1.2842 1.2294 0.1119
O -1.87169 -1.70613 0.09310 0.2020 -0.2390 0.7417
C 0.69740 0.59686 0.08906 2.2928 0.7293 0.6316
C 0.97196 2.02184 -0.47426 -0.6226 -0.7199 0.8394
N 1.83479 0.22846 0.97836 -0.4248 -0.6604 -0.7276
H 1.32381 -0.64261 -1.63209 0.0049 0.3787 0.2191
H 0.46493 -1.51742 -0.35035 0.4113 0.2769 0.3783
H -0.82731 -1.03853 -2.34061 -0.1363 -0.1755 0.1498
H -2.89728 -0.58965 -1.25380 0.8466 0.0863 -0.2420
H -2.03134 0.38685 -0.05161 0.2790 -1.0602 -0.4742
H -0.12689 0.71117 0.76403 -0.8537 -0.3644 -0.1738
H 2.04825 2.17637 -0.52390 0.0732 0.0905 -0.6876
H 0.39606 2.22524 -1.37013 0.3423 -0.1175 -0.4379
H 0.60034 2.73917 0.26592 0.1068 -0.0233 0.0453
H 2.55444 0.90386 1.16177 -0.3596 0.1920 0.3969
H 1.43163 -0.30577 1.73618 0.5104 0.2307 0.4378
H -0.51052 -2.16860 2.30942 0.2455 -0.5936 0.2534
H -1.22624 -1.23751 1.41380 0.1550 -0.3364 0.0295
O -0.64794 -1.22774 2.28047 -0.2869 0.5738 -0.1841
```
Positions in Å, forces in eV/Å.

Properties
ΔE to the lowest compared entry with this formula, charge and spin	15.99	kcal per mole
total charge	-1

Which charges does Mulliken predict for the atoms? In e, they are:
1 C -0.87
2 N -0.37
3 C -0.58
4 O -0.87
5 C 0.84
6 C -1.45
7 N -0.70
8 H 0.40
9 H 0.32
10 H 0.24
11 H 0.35
12 H 0.22
13 H 0.12
14 H 0.37
15 H 0.39
16 H 0.30
17 H 0.13
18 H 0.26
19 H 0.27
20 H 0.39
21 O -0.75


(2)
C4H13N2O2 | ωB97M-V with the def2-TZVPD basis set

```
21
Properties=species:S:1:pos:R:3:forces:R:3
C 1.03566 1.39143 0.41271 0.1902 0.3841 0.9484
C 1.13882 0.29382 1.54060 -0.7100 0.0094 -1.2983
C -0.16828 -0.54167 1.82140 0.3932 0.5654 0.6242
O -0.97002 -0.78847 0.75765 0.0495 0.3045 -0.3366
N -0.27935 1.68140 -0.20864 0.8365 -0.6164 -0.6426
C -0.17858 1.46401 -1.67165 -0.8473 0.2344 1.3209
N 0.06953 0.09016 -2.09053 0.6120 0.3868 -0.4741
H 1.39256 2.31481 0.88538 -0.0754 0.1489 -0.0457
H 1.81078 1.18674 -0.33120 -0.2441 -0.1721 -0.2815
H 1.91007 -0.40208 1.19884 0.1610 0.0099 0.3061
H 1.44759 0.82733 2.43958 0.1811 -0.4005 0.2288
H 0.16427 -1.47549 2.31242 0.1354 -0.0991 0.1445
H -0.66584 0.03319 2.64094 -0.2861 -0.1424 -0.2042
H -0.90884 0.94207 0.12513 0.0124 -0.0779 0.0780
H -1.17000 1.78344 -2.01394 0.3422 0.1594 -0.5957
H 0.62218 2.12315 -2.01267 -0.1424 0.1712 -0.3071
H -0.70298 -0.28032 -2.61822 -0.1102 -0.2742 0.3292
H 0.26832 -0.48728 -1.28590 -0.3859 -0.2206 0.0247
H -0.68105 -1.96927 -0.04042 -0.3994 -0.7660 0.3570
H 0.31895 -3.12216 -0.53261 -0.5802 0.0374 -0.0008
O -0.63517 -2.94468 -0.46108 0.8677 0.3578 -0.1753
```
Positions in Å, forces in eV/Å.

Properties
ΔE to the lowest compared entry with this formula, charge and spin	19.21	kcal per mole
total charge	-1

Which charges does Mulliken predict for the atoms? In e, they are:
1 C -0.69
2 C -0.49
3 C -0.62
4 O -0.86
5 N -0.59
6 C -0.62
7 N -0.57
8 H 0.40
9 H 0.25
10 H 0.26
11 H 0.37
12 H 0.35
13 H 0.30
14 H 0.46
15 H 0.34
16 H 0.36
17 H 0.28
18 H 0.27
19 H 0.31
20 H 0.25
21 O -0.77


(3)
C4H13N2O2 | ωB97M-V with the def2-TZVPD basis set

```
21
Properties=species:S:1:pos:R:3:forces:R:3
N -2.27055 -2.40921 -0.14985 0.1220 -0.7646 -1.0350
C -1.73885 -1.11110 0.27094 -0.3271 1.2800 1.0540
C -0.35474 -1.00159 -0.35337 0.1328 -0.0866 -0.9513
N 0.51755 -0.10717 0.08344 -0.5238 0.1500 0.2560
C 0.10229 0.92899 1.01713 1.2524 -0.0601 1.2937
C 1.67818 0.19752 -0.73076 0.9378 -0.0799 -0.6656
O -0.18699 -1.71954 -1.34267 0.0342 -0.3898 0.2661
H -1.61497 -2.68149 -0.93748 0.3697 0.3545 0.0899
H -3.18180 -2.39369 -0.60844 -0.2139 0.0598 0.5857
H -2.18818 -3.15404 0.54014 -0.3581 0.1356 0.1869
H -1.83714 -0.90666 1.33740 0.3594 -0.8111 0.0820
H -2.35454 -0.29256 -0.09697 -0.0806 -0.1378 -0.6580
H 0.97301 1.23426 1.61574 0.2144 0.3417 -0.8762
H -0.31756 1.78854 0.49703 -0.2056 -0.0272 0.3090
H -0.42439 0.54273 1.89062 -0.9856 -0.1371 -0.6292
H 2.00504 -0.63790 -1.34865 -0.4302 -0.1965 0.2390
H 1.48722 1.03134 -1.40869 -0.1507 0.0119 0.1972
H 2.52556 0.46852 -0.10750 -0.1893 0.1130 0.1945
H 2.47917 3.78555 -0.71647 -0.1321 -0.2617 -0.3132
H 2.47489 3.40131 0.70728 -0.1622 -0.4069 -0.1140
O 2.22682 3.03621 -0.15888 0.3364 0.9129 0.4887
```
Positions in Å, forces in eV/Å.

Properties
ΔE to the lowest compared entry with this formula, charge and spin	43.41	kcal per mole
total charge	+1

Which charges does Mulliken predict for the atoms? In e, they are:
1 N -0.21
2 C -0.76
3 C 0.91
4 N -0.01
5 C -1.06
6 C -0.99
7 O -0.70
8 H 0.35
9 H 0.35
10 H 0.36
11 H 0.36
12 H 0.29
13 H 0.27
14 H 0.37
15 H 0.41
16 H 0.33
17 H 0.36
18 H 0.34
19 H 0.29
20 H 0.29
21 O -0.55


(4)
C4H13N2S | ωB97M-V with the def2-TZVPD basis set

```
20
Properties=species:S:1:pos:R:3:forces:R:3
C 2.40749 0.76201 -0.56239 0.0158 -0.4638 -0.3888
C 2.78505 0.56757 0.90463 -0.0026 -0.1079 -0.3292
S 1.36622 0.43411 2.03143 -0.0150 0.0473 0.0850
H 1.85834 1.68165 -0.75497 -0.0108 0.1984 0.1756
H 1.75179 -0.05515 -0.89309 0.1089 0.0803 0.1043
H 3.29232 0.74111 -1.22356 -0.0886 0.1001 0.1567
H 3.42009 1.39977 1.20974 0.1179 0.0828 0.0785
H 3.40728 -0.33826 0.94463 -0.0716 0.0971 0.1591
C -1.22649 0.69360 -0.88102 0.6203 0.1035 0.2707
N -1.99448 -0.53047 -1.05771 -0.3427 0.0356 0.2525
C -2.39124 -1.08729 0.25253 0.1924 -0.3086 0.1937
N -1.31351 -1.57464 1.07569 -0.8831 -0.2739 -0.0846
H -0.76160 0.98945 -1.82277 -0.1442 0.1011 -0.0766
H -1.83375 1.52107 -0.48312 0.0701 0.0379 -0.0359
H -0.39647 0.53157 -0.17437 -0.3219 0.0373 -0.1509
H -2.86239 -0.25082 -1.51009 0.0493 -0.2884 -0.1713
H -3.07123 -1.92742 0.05373 0.0362 0.1573 -0.0619
H -2.95847 -0.34887 0.84243 0.1132 0.0497 -0.0041
H -0.81555 -2.33172 0.63362 0.1858 0.1126 -0.0992
H -0.66339 -0.87726 1.41467 0.3707 0.2019 -0.0734
```
Positions in Å, forces in eV/Å.

Properties
ΔE to the lowest compared entry with this formula, charge and spin	14.20	kcal per mole
total charge	-1

Which charges does Mulliken predict for the atoms? In e, they are:
1 C -1.06
2 C -0.40
3 S -0.65
4 H 0.26
5 H 0.25
6 H 0.38
7 H 0.22
8 H 0.20
9 C -0.50
10 N -0.50
11 C -0.50
12 N -0.53
13 H 0.28
14 H 0.31
15 H -0.07
16 H 0.25
17 H 0.36
18 H 0.37
19 H 0.25
20 H 0.08


Calculated frontier orbital gap, 7.5 7.9 10.1 6.4 eV (same order as the records).
Calculated energy, -11434.04358 -11433.90374 -11427.59180 -18174.91147 eV (same order as the records).